# 1
The following is a quantum chemistry calculation of an isolated molecule of C5H8, from OMol25.

Last column: Mulliken charge in e.
Cartesian coordinates (Å):
H -0.05 1.96 -0.72  0.248
C -0.26 0.91 -0.33  0.087
C 2.35 0.06 -0.02  -0.954
H 2.85 0.89 -0.55  0.318
H 2.70 0.06 1.00  0.262
H -3.16 -0.32 0.99  0.233
C 0.79 -0.04 -0.08  -0.170
H -2.68 -0.61 -0.96  0.228
H 2.64 -0.86 -0.57  0.259
H -1.72 -1.37 0.37  0.315
C -1.45 0.78 0.24  -0.236
C -2.32 -0.48 0.23  -0.683
H 0.31 -0.98 0.40  0.093

Output
Orbital gap (alpha / beta), eV: 7.6 / 7.9
E_HOMO (alpha / beta), eV: -7.4 / -7.9

# 2
The following is a quantum chemistry calculation of the ion C4H9N2 with charge +1, from OMol25.

Last column: Mulliken charge in e.
Cartesian coordinates (Å):
N 1.15 -0.82 -0.48  -0.131
C -1.00 0.36 -0.03  -0.021
H 3.25 -0.51 -0.55  0.349
H -2.70 -0.13 0.75  0.317
N 2.03 0.77 0.71  -0.312
H 1.15 -1.62 -0.98  0.179
C -0.23 -0.76 -0.23  -0.035
C -2.48 0.31 -0.19  -1.238
H -0.50 1.06 0.72  0.081
H 0.93 0.72 1.18  0.304
H -2.93 -0.28 -1.02  0.355
H 2.69 1.46 1.02  0.231
H -0.70 -1.74 -0.45  0.291
H -2.92 1.32 -0.28  0.340
C 2.25 -0.15 -0.16  0.291

Output
SMILES: C/C=C/NC=[NH2+]
Total charge: +1
Orbital gap, eV: 9.2
E_HOMO, eV: -13.3

# 3
The following is a quantum chemistry calculation of a structure of composition C31H57N2OP2PtS, from OMol25.

Last column: Mulliken charge in e.
Cartesian coordinates (Å):
H -0.44 -5.53 -1.76  0.546
C 1.49 -2.34 2.84  -1.572
C -1.83 0.49 -4.22  1.802
H 0.11 0.71 3.79  0.369
C -0.70 -3.47 2.39  -1.500
H 0.82 -5.40 1.50  0.371
S 1.71 0.92 2.06  0.618
H 2.70 -3.21 -0.79  0.800
H 4.04 0.59 2.38  0.421
C -3.34 0.60 -3.97  -1.459
H 3.50 2.12 3.17  0.510
H 2.95 -1.91 0.38  0.677
P 0.57 -2.38 0.16  -0.853
H 0.78 3.40 1.53  0.202
H -1.97 -1.10 -5.73  0.508
P -0.02 2.25 -0.81  -1.035
C 1.48 -4.56 1.73  -1.347
C 3.25 1.06 2.99  -1.323
H 3.15 0.52 3.94  0.462
C -1.33 1.50 -5.23  -1.626
H -1.86 1.38 -6.19  0.497
H -1.12 4.04 -2.93  0.071
C -1.10 0.62 -2.82  -0.010
H -3.83 1.30 -4.66  0.337
H 1.22 -3.42 -2.70  0.284
C 3.35 -1.29 -2.60  -0.584
H -3.81 -0.39 -4.07  0.401
H -1.23 -2.53 2.59  0.269
H 2.69 1.67 -0.11  -0.078
C -1.61 3.29 -0.90  2.080
H -0.76 5.28 -0.49  0.311
C -1.97 3.66 -2.35  -1.256
C -0.01 -4.98 -0.90  -1.734
C -1.50 -0.91 -4.76  -1.648
H -0.26 1.36 -5.43  0.277
C 0.17 -3.14 -2.53  -1.768
N -1.50 -0.14 -1.90  -0.650
H 1.65 -2.93 3.76  0.665
C 0.18 1.57 -2.58  -1.866
H -1.30 4.40 0.98  0.253
H 1.27 5.53 -1.20  0.460
H -1.85 -1.67 -4.05  0.388
C -1.51 4.59 -0.08  -1.645
H -1.49 2.54 -4.90  0.296
H -0.36 2.01 2.65  0.190
H 0.28 2.39 -3.29  1.663
C -1.83 -3.23 -1.00  -1.372
N 1.43 -0.28 -1.65  0.782
H -0.61 -4.01 3.35  0.490
H -3.72 2.97 -0.59  0.502
C 0.47 1.56 3.21  -1.005
H 3.95 -0.51 -4.51  0.538
H -2.48 5.10 -0.15  0.563
H 2.17 1.27 -4.52  0.591
H -2.17 -2.57 -1.81  0.068
C 1.47 3.43 -0.56  2.405
C 2.39 -1.23 -1.59  0.165
H 2.30 -4.52 1.00  0.231
H 0.95 5.05 0.88  0.439
H 0.93 2.31 3.87  0.639
Pt -0.21 -0.26 -0.18  2.350
H 0.04 -2.08 -2.76  0.115
C 0.72 -3.22 1.84  2.012
H 2.47 4.61 -2.10  0.378
C -1.52 -0.29 1.11  0.332
C 2.77 2.62 -0.68  -1.696
H -2.37 -4.18 -1.06  0.519
H 0.94 -1.43 3.11  0.087
C -0.31 -3.49 -1.11  2.232
H -3.56 0.94 -2.95  0.339
H -0.41 -1.03 -4.88  0.276
H 1.93 -4.78 2.71  0.486
H -0.44 -3.71 -3.25  0.649
H -2.73 2.42 0.78  0.317
H -0.49 -5.38 0.00  0.394
H -2.71 4.47 -2.31  0.667
H 1.07 -5.19 -0.89  0.337
C 1.38 4.03 0.87  -1.650
H -2.43 2.82 -2.88  0.137
H 2.38 4.10 1.31  0.323
H -2.81 1.45 -0.72  0.157
H 3.60 3.19 -0.23  0.681
C 1.47 4.54 -1.64  -1.431
C 3.26 -0.42 -3.68  -1.270
C 1.36 0.62 -2.65  -0.285
C -2.78 2.47 -0.32  -1.680
H -1.31 -4.08 1.72  0.334
C 2.31 -2.24 -0.46  -1.711
H 3.02 2.40 -1.72  0.427
H 0.76 4.37 -2.45  0.240
C 2.26 0.56 -3.70  -0.570
H -2.12 -2.74 -0.05  0.283
O -2.28 -0.21 1.99  -0.483
H 2.48 -2.04 2.46  0.274
H 4.10 -2.08 -2.54  0.617

Output
Total charge: +3
2S+1: 5
Orbital gap (alpha / beta), eV: 6.2 / 4.8
E_HOMO (alpha / beta), eV: -14.6 / -17.6

Per-record strongest force on any atom, eV/A: 4.4 4.9 7.1
Per-record energy relative to the best compared isomer or geometry (same formula, charge and spin), kJ/mol: 442.10 294.28 0.00